No. 1
DFT (the ωB97M-V functional and the def2-TZVPD basis) results for an isolated ion of composition C6H7N2 and charge +1.

Computed properties:
SMILES   C=C[n+]1ccccn1
Charge   +1
ΔE to the lowest compared entry with this formula, charge and spin   60.1 kcal/mol
Gap between HOMO and LUMO   0.3738 hartree
LUMO energy   -4.92 eV

Geometry (Å):
C  2.910  -0.549  -0.100
C  2.022  0.387  0.068
N  0.235  0.215  -0.003
C  -0.533  1.264  -0.050
C  -1.929  0.954  -0.038
C  -2.344  -0.380  -0.031
C  -1.334  -1.380  0.029
N  -0.103  -1.051  0.030
H  3.903  -0.267  -0.007
H  2.687  -1.550  -0.253
H  2.299  1.418  0.350
H  -0.228  2.212  0.022
H  -2.493  1.861  -0.057
H  -3.410  -0.778  -0.058
H  -1.681  -2.355  0.098

These are the Löwdin partial charges, in e, on atoms 1 to 2: 0.063 0.050

No. 2
DFT (the ωB97M-V functional and the def2-TZVPD basis) results for C25H26CaN8O5S2 as an isolated structure.

Computed properties:
Charge   0
ΔE to the lowest compared entry with this formula, charge and spin   0.0 kcal/mol
Gap between HOMO and LUMO   0.2565 hartree
LUMO energy   0.25 eV

Geometry (Å):
Ca  0.559  -0.231  -0.807
C  -0.004  -3.352  3.477
C  0.862  -3.535  2.291
N  1.321  -4.655  1.838
N  2.033  -4.303  0.724
C  2.034  -2.992  0.470
S  2.827  -2.145  -0.743
N  1.273  -2.494  1.485
N  0.977  -1.139  1.608
H  -0.084  -4.301  4.000
H  -1.001  -3.040  3.158
H  0.410  -2.598  4.149
H  2.488  -5.005  0.168
H  1.665  -0.673  2.196
H  0.049  -1.034  2.007
C  -3.146  1.282  -3.850
O  -1.922  0.790  -4.422
C  -0.980  0.476  -3.538
O  -1.109  0.609  -2.332
N  0.139  0.016  -4.153
N  1.081  -0.628  -3.333
H  -3.797  1.481  -4.696
H  -2.958  2.193  -3.286
H  -3.583  0.528  -3.197
H  0.008  -0.337  -5.090
H  2.012  -0.382  -3.646
H  0.937  -1.639  -3.399
O  -0.816  -2.740  -3.501
C  -1.418  -2.563  -2.449
N  -0.847  -2.417  -1.226
S  -1.947  -2.125  -0.088
O  -2.049  -3.169  0.897
O  -1.672  -0.799  0.461
C  -3.365  -2.099  -1.137
C  -4.693  -1.849  -0.855
C  -5.584  -1.906  -1.920
C  -5.145  -2.208  -3.208
C  -3.803  -2.457  -3.467
C  -2.917  -2.397  -2.407
H  -5.024  -1.617  0.148
H  -6.634  -1.714  -1.745
H  -5.864  -2.249  -4.016
H  -3.445  -2.688  -4.462
N  1.496  1.716  -0.171
C  1.821  2.383  0.835
C  1.337  1.961  2.213
C  -0.016  1.695  2.416
C  -0.463  1.138  3.606
C  0.445  0.819  4.611
C  1.795  1.085  4.423
C  2.234  1.667  3.239
C  2.741  3.583  0.796
C  2.780  4.530  1.814
C  3.607  5.642  1.717
C  4.415  5.812  0.603
C  4.385  4.868  -0.418
C  3.552  3.767  -0.322
H  -0.714  1.910  1.615
H  -1.519  0.947  3.749
H  0.099  0.379  5.538
H  2.508  0.846  5.203
H  3.288  1.881  3.099
H  2.151  4.407  2.687
H  3.618  6.376  2.513
H  5.064  6.676  0.529
H  5.015  4.995  -1.290
H  3.493  3.026  -1.109

These are the Löwdin partial charges, in e, on atoms 1 to 2: 1.164 0.007

No. 3
DFT (the ωB97M-V functional and the def2-TZVPD basis) results for C17H32CrNO2P2 as an isolated structure.

Computed properties:
<S²>   3.8068
Charge   +2
2S+1   4
ΔE to the lowest compared entry with this formula, charge and spin   0.0 kcal/mol
Gap between HOMO and LUMO (alpha / beta)   0.2763 / 0.3178 hartree
LUMO energy (alpha / beta)   -7.78 / -7.08 eV

Geometry (Å):
Cr  0.064  -0.044  -0.276
P  1.788  -0.097  -1.523
C  1.091  -0.838  -3.097
C  -0.092  -1.729  -2.733
N  -0.755  -1.438  -1.579
C  -1.952  -2.028  -1.282
C  -2.516  -2.970  -2.112
C  -1.913  -3.275  -3.350
C  -0.722  -2.595  -3.607
C  -2.634  -1.592  0.045
P  -2.363  0.130  0.610
H  -0.187  -2.781  -4.539
H  -3.505  -3.394  -1.843
H  -2.354  -4.027  -4.031
H  -3.744  -1.686  -0.098
H  -2.296  -2.242  0.888
H  0.692  0.016  -3.680
H  1.746  -1.408  -3.790
H  -0.856  1.547  -3.414
O  -1.035  1.304  -4.348
H  -0.300  1.891  -4.632
H  -1.470  1.373  -0.191
O  -0.908  1.815  -1.101
H  -0.887  2.788  -1.196
C  -3.750  1.078  -0.102
H  -4.685  0.510  -0.013
H  -3.822  2.038  0.434
H  -3.506  1.272  -1.165
C  -2.371  0.205  2.386
H  -2.307  1.258  2.681
H  -3.309  -0.245  2.731
H  -1.496  -0.336  2.754
C  3.202  -1.206  -1.211
H  3.981  -1.066  -2.004
H  3.494  -0.853  -0.195
H  2.770  -2.234  -1.200
C  2.447  1.540  -2.057
H  3.065  1.863  -1.203
H  3.055  1.524  -2.985
H  1.607  2.253  -2.159
C  1.410  -0.099  4.846
C  2.236  -0.662  3.673
C  3.522  0.177  3.536
C  2.620  -2.120  3.994
C  1.468  -0.619  2.427
C  0.872  -0.479  1.354
H  1.998  -0.130  5.780
H  0.497  -0.693  4.988
H  1.134  0.945  4.643
H  4.104  0.147  4.470
H  4.144  -0.213  2.723
H  3.265  1.221  3.320
H  1.718  -2.725  4.119
H  3.219  -2.539  3.182
H  3.204  -2.163  4.922

These are the Löwdin partial charges, in e, on atoms 1 to 2: 0.550 0.819

No. 4
DFT (the ωB97M-V functional and the def2-TZVPD basis) results for a 2-piece molecular cluster, C4H7F3N overall.

Computed properties:
Charge   +1
ΔE to the lowest compared entry with this formula, charge and spin   0.0 kcal/mol
Gap between HOMO and LUMO   0.4496 hartree
LUMO energy   -4.23 eV

Geometry (Å):
C  -0.480  -0.028  -0.908
C  1.050  -0.174  -0.282
C  -0.849  1.121  0.223
C  0.014  0.120  0.690
N  1.503  0.863  2.394
F  1.210  1.343  3.593
F  2.143  1.879  1.787
F  2.503  0.023  2.667
H  -0.369  0.442  -1.829
H  -1.190  -0.834  -0.929
H  1.501  -1.123  -0.057
H  1.688  0.622  -0.657
H  -0.375  2.086  -0.133
H  -1.834  1.181  0.660
H  -0.602  -0.636  1.284

These are the Löwdin partial charges, in e, on atoms 1 to 2: 0.000 0.029

No. 5
DFT (the ωB97M-V functional and the def2-TZVPD basis) results for an isolated ion of composition C5H13N4 and charge +1.

Computed properties:
<S²>   2.0066
Charge   +1
2S+1   3
ΔE to the lowest compared entry with this formula, charge and spin   74.4 kcal/mol
Gap between HOMO and LUMO (alpha / beta)   0.2637 / 0.2598 hartree
LUMO energy (alpha / beta)   -2.66 / -6.97 eV

Geometry (Å):
C  0.797  0.995  -0.073
C  -0.701  1.360  -0.210
C  0.855  -0.537  0.165
C  1.916  -0.961  -0.836
C  -2.792  0.113  -0.021
N  1.655  1.917  -0.058
N  -0.568  -0.989  -0.310
N  0.909  -1.034  1.528
N  -1.325  0.111  0.274
H  -0.706  2.282  0.467
H  -0.936  1.508  -1.172
H  1.960  -2.099  -0.904
H  2.827  -0.639  -0.592
H  1.763  -0.586  -1.776
H  -2.822  0.109  -1.021
H  -3.179  -0.856  0.273
H  -3.214  1.129  0.489
H  2.616  1.647  0.095
H  -0.474  -1.067  -1.314
H  1.333  -1.927  1.763
H  1.378  -0.318  2.027
H  -1.290  -0.157  1.209

These are the Löwdin partial charges, in e, on atoms 1 to 2: -0.337 -0.034

No. 6
DFT (the ωB97M-V functional and the def2-TZVPD basis) results for C4H8O2 as an isolated structure.

Computed properties:
Charge   0
ΔE to the lowest compared entry with this formula, charge and spin   51.3 kcal/mol
Gap between HOMO and LUMO   0.3913 hartree
LUMO energy   0.90 eV

Geometry (Å):
O  2.176  0.315  0.814
C  1.232  0.063  -0.211
C  -0.162  0.348  0.338
C  -1.206  0.547  -0.766
O  -1.585  -0.842  -0.689
C  -1.002  -0.904  0.625
H  3.060  0.188  0.449
H  1.294  -0.985  -0.565
H  1.413  0.710  -1.085
H  -0.086  1.114  1.115
H  -2.044  1.193  -0.462
H  -0.847  0.840  -1.761
H  -1.773  -0.742  1.392
H  -0.470  -1.845  0.806

These are the Löwdin partial charges, in e, on atoms 1 to 2: -0.063 -0.242

No. 7
DFT (the ωB97M-V functional and the def2-TZVPD basis) results for ClH3NOP as an isolated structure.

Computed properties:
Charge   0
ΔE to the lowest compared entry with this formula, charge and spin   21.1 kcal/mol
Gap between HOMO and LUMO   0.3412 hartree
LUMO energy   0.06 eV

Geometry (Å):
N  0.322  -0.254  0.661
O  0.900  1.343  -1.159
P  0.927  1.224  0.448
Cl  -1.273  2.545  1.107
H  0.773  -0.782  1.548
H  -0.003  -0.918  -0.023
H  0.974  2.297  -1.563

These are the Löwdin partial charges, in e, on atoms 1 to 2: -0.246 -0.381